[1]
{"formula": "C12H23BO2", "method": "wB97M-V/def2-TZVPD", "elements": ["O", "O", "C", "C", "C", "C", "C", "C", "C", "C", "C", "C", "C", "C", "B", "H", "H", "H", "H", "H", "H", "H", "H", "H", "H", "H", "H", "H", "H", "H", "H", "H", "H", "H", "H", "H", "H", "H"], "xyz": [[-1.8240, 0.4290, 0.6485], [-1.2669, -1.5542, -0.6806], [-4.1314, 0.1914, 1.2825], [-3.1547, 0.7978, 0.2782], [1.9341, 2.3727, -1.8772], [2.2213, -3.0098, -0.3703], [-3.5046, 0.3976, -1.1491], [1.8583, 1.0021, 1.7721], [2.4220, 1.6184, 0.4887], [-0.1872, -2.4299, -0.9426], [0.9518, -1.1170, 0.7519], [1.0439, -2.1142, -0.1032], [1.3581, 1.7945, -0.5915], [1.8525, -0.5287, 1.7602], [-1.0946, -0.5786, 0.2265], [-4.4893, 0.7782, -1.4053], [3.2281, 0.9869, 0.1055], [-0.5278, -3.4546, -0.7411], [0.0499, -2.3546, -2.0121], [2.4532, 3.3093, -1.6770], [-3.1700, 1.8939, 0.3704], [2.8772, -0.8922, 1.6090], [2.0115, -4.0300, -0.0472], [-4.1274, -0.8939, 1.1941], [-5.1391, 0.5570, 1.0927], [1.1422, 2.5672, -2.5983], [3.0962, -2.6506, 0.1665], [1.5218, -0.8771, 2.7463], [-3.5076, -0.6869, -1.2413], [-2.7729, 0.7974, -1.8470], [2.4499, -3.0329, -1.4355], [2.8552, 2.5974, 0.7161], [0.8355, 1.3553, 1.9226], [0.5780, 2.4593, -0.2107], [0.8907, 0.8288, -0.7944], [2.6428, 1.6793, -2.3271], [-3.8371, 0.4592, 2.2948], [2.4603, 1.3325, 2.6247]], "de_lowest_kj_mol": 0.00, "homo_lumo_gap_ev": 9.158, "charge": 0, "lumo_energy_ev": 0.77}

[2]
{"formula": "C12H23CoN2O3P2", "method": "wB97M-V/def2-TZVPD", "elements": ["Co", "P", "P", "O", "O", "O", "N", "N", "C", "C", "C", "C", "C", "C", "C", "C", "C", "C", "C", "C", "H", "H", "H", "H", "H", "H", "H", "H", "H", "H", "H", "H", "H", "H", "H", "H", "H", "H", "H", "H", "H", "H", "H"], "xyz": [[-0.2597, 0.7882, 0.1050], [-2.1718, -0.1942, -0.1381], [1.8036, 1.4652, 0.2828], [-2.6312, 4.0417, 1.1755], [-0.7534, -2.7898, 2.4190], [0.1210, -0.0099, 2.9591], [0.4796, -0.5898, -1.0940], [-1.0233, 2.3226, 0.7550], [-3.0790, 0.3182, -1.6412], [-1.5694, -1.7472, -0.7507], [2.8679, 0.5897, 1.4708], [1.4481, -2.4727, -2.8677], [-3.3554, -0.3405, 1.2346], [1.6452, -0.3601, -1.7253], [2.1941, 3.2265, 0.4151], [2.1388, -1.2738, -2.6553], [-0.3004, -1.7001, -1.3718], [0.2944, -2.7261, -2.1574], [-1.8101, 3.1952, 0.9711], [2.4337, 0.8674, -1.3657], [-3.6068, 0.6701, 1.5914], [2.3087, 1.6826, -2.0912], [-3.4820, 1.3282, -1.5265], [-0.0518, -0.9528, 2.8131], [-4.2712, -0.8398, 0.8945], [3.5032, 0.6402, -1.2996], [0.0480, -3.3438, 2.4331], [2.6840, 1.0061, 2.4697], [-2.9437, -0.9202, 2.0709], [-1.1415, -2.8690, 1.5356], [3.9246, 0.6936, 1.1876], [-0.6259, 0.1970, 3.5495], [-3.8736, -0.4106, -1.8495], [1.7641, 3.7606, -0.4420], [1.7814, -3.1812, -3.6265], [2.6041, -0.4747, 1.5055], [-2.3828, 0.2883, -2.4871], [3.2776, 3.4120, 0.4812], [1.6791, 3.5966, 1.3126], [-0.2475, -3.6644, -2.2207], [-2.1261, -2.6872, -0.6993], [3.0725, -1.0569, -3.1702], [-0.3673, 0.5150, 1.5471]], "de_lowest_kj_mol": 0.00, "spin_multiplicity": 4, "homo_lumo_gap_ev": [6.794, 5.911], "charge": 1, "s_squared": 3.8071, "lumo_energy_ev": [-3.11, -5.33]}

[3]
{"formula": "C12H23F3GdNO2P2", "method": "wB97M-V/def2-TZVPD", "elements": ["Gd", "P", "P", "F", "F", "F", "O", "O", "N", "C", "C", "C", "C", "C", "C", "C", "C", "C", "C", "C", "C", "H", "H", "H", "H", "H", "H", "H", "H", "H", "H", "H", "H", "H", "H", "H", "H", "H", "H", "H", "H", "H", "H", "H"], "xyz": [[-0.0247, -0.4724, 1.4806], [-2.6184, 0.2291, 0.8434], [2.5984, -0.8359, 0.8902], [1.4997, 2.0057, 3.3246], [0.0317, 2.9728, 2.0013], [-0.6417, 1.9860, 3.8456], [-0.4319, -2.9882, -0.2657], [-1.9071, -2.2302, -2.3189], [0.2303, 0.6737, -0.5642], [2.6641, 0.7106, -0.1680], [4.0276, -0.6063, 1.9618], [1.6116, 1.8436, -2.1476], [-3.8006, -1.1566, 0.7479], [-3.5584, 1.6488, 1.4574], [0.2320, 1.8342, 2.7784], [3.1699, -2.0531, -0.3267], [1.4523, 1.0650, -1.0075], [-0.7427, 1.6650, -2.5351], [0.4939, 2.1219, -2.9265], [-2.1864, 0.5305, -0.8657], [-0.9068, 0.9779, -1.3138], [0.3236, -3.4952, -0.6490], [-2.1153, -1.2745, -2.2542], [-4.4665, 1.7579, 0.8513], [-4.6720, -0.8666, 0.1461], [-2.9416, 2.5488, 1.3701], [-3.8183, 1.5131, 2.5158], [-1.6400, 1.8267, -3.1256], [2.8727, 1.5482, 0.5206], [3.5315, 0.5573, -0.8265], [4.9584, -0.5135, 1.3848], [4.2096, -1.8383, -0.6235], [3.8858, 0.2831, 2.5869], [2.5157, -2.0476, -1.2104], [4.0998, -1.4713, 2.6320], [-3.0217, 0.6455, -1.5702], [-2.2118, -2.4814, -3.2033], [-4.1271, -1.4320, 1.7611], [-3.3165, -2.0351, 0.3033], [0.6002, 2.7134, -3.8281], [-1.0674, -2.8384, -1.0285], [-0.5151, -2.1687, 1.6412], [2.6087, 2.2035, -2.4041], [3.1146, -3.0571, 0.1187]], "de_lowest_kj_mol": 399.39, "spin_multiplicity": 8, "homo_lumo_gap_ev": [8.310, 5.772], "charge": 2, "s_squared": 16.1235, "lumo_energy_ev": [-6.81, -9.89]}

[4]
{"formula": "C12H23F3NO5P2RuS", "method": "wB97M-V/def2-TZVPD", "elements": ["Ru", "S", "P", "P", "F", "F", "F", "O", "O", "O", "O", "O", "N", "C", "C", "C", "C", "C", "C", "C", "C", "C", "C", "C", "C", "H", "H", "H", "H", "H", "H", "H", "H", "H", "H", "H", "H", "H", "H", "H", "H", "H", "H", "H", "H", "H", "H", "H"], "xyz": [[-0.3138, -0.5489, 0.2353], [-0.8636, -3.2359, 0.8213], [1.7482, -0.4586, 0.9520], [-1.8839, 0.2991, -1.0847], [-2.6203, -5.1610, 0.2964], [-3.3074, -3.5595, 1.6555], [-3.1961, -3.2090, -0.5162], [2.1105, 1.6143, -3.1913], [3.8011, -0.8912, -2.8799], [-1.1571, -1.8591, 1.4472], [-0.2588, -4.1529, 1.7484], [-0.2648, -3.0277, -0.4979], [-0.3335, 1.4310, 1.0222], [-2.1151, -0.3113, -2.7682], [2.9498, 0.3178, -0.1360], [0.5117, 1.7263, 2.0349], [-0.3739, 3.9410, 2.1573], [1.5079, 0.6559, 2.4083], [-1.6552, 2.1116, -0.9369], [-1.0137, 2.4203, 0.4005], [-3.3846, -0.0727, -0.0974], [2.2952, -2.0905, 1.5341], [-1.0534, 3.6863, 0.9826], [-2.6069, -3.8365, 0.5375], [0.4187, 2.9476, 2.6964], [-1.2395, -0.0021, -3.3505], [-0.4426, 4.9063, 2.6549], [3.4363, -1.8015, -3.0137], [-2.6092, 2.6377, -1.0730], [3.2038, -0.3602, -0.9557], [-2.1181, -1.4077, -2.7048], [2.4514, 1.0767, 2.7711], [-4.1832, 0.6382, -0.3341], [1.1074, 0.0383, 3.2244], [3.1937, -2.0618, 2.1561], [-0.9685, 2.3726, -1.7690], [2.7219, 0.9480, -3.5747], [2.4865, -2.6697, 0.6247], [3.8693, 0.6275, 0.3618], [1.4934, -2.5950, 2.0908], [0.9829, 3.0855, 3.6141], [-1.6702, 4.4513, 0.5184], [-3.6812, -1.1030, -0.3161], [-3.1107, 0.0000, 0.9649], [4.7617, -1.0223, -2.9690], [1.9416, 2.2865, -3.8964], [-3.0318, 0.0379, -3.2545], [2.4641, 1.1802, -0.5911]], "de_lowest_kj_mol": 0.00, "spin_multiplicity": 5, "homo_lumo_gap_ev": [6.395, 4.586], "charge": 3, "s_squared": 6.0160, "lumo_energy_ev": [-12.92, -14.73]}

[5]
{"formula": "C12H23GeIMnN5O2S", "method": "wB97M-V/def2-TZVPD", "elements": ["I", "Ge", "Mn", "S", "O", "O", "N", "N", "N", "N", "N", "C", "C", "C", "C", "C", "C", "C", "C", "C", "C", "C", "C", "H", "H", "H", "H", "H", "H", "H", "H", "H", "H", "H", "H", "H", "H", "H", "H", "H", "H", "H", "H", "H", "H", "H"], "xyz": [[-3.5421, 1.2667, -1.1046], [0.6456, 2.8197, 2.3743], [-0.0974, 0.5272, -0.1544], [-0.5683, -2.5629, 1.4361], [-0.1179, 0.9367, -2.2053], [1.7116, 0.3607, -0.6429], [2.0801, 0.5185, -1.8675], [-3.1986, -2.3935, 1.6472], [-2.3511, -1.9504, -0.4299], [-1.2402, -1.4781, -1.1806], [1.1196, 0.8279, -2.6376], [2.6653, 1.3284, -4.4611], [0.3338, 0.8743, -4.9226], [-1.8635, 1.4740, 0.3010], [0.4044, 0.9613, 1.7915], [1.3818, 1.0165, -4.0252], [1.8576, 1.3121, -6.7279], [-1.0259, 3.6303, 3.0534], [2.8936, 1.4745, -5.8173], [1.9454, 2.8215, 3.8667], [1.3203, 3.8602, 0.8300], [0.5796, 1.0173, -6.2777], [-2.1073, -2.2642, 0.8727], [-2.3363, 1.2654, 1.2570], [-1.4426, 3.0073, 3.8467], [-1.5741, -1.2661, -2.1144], [-0.5891, -2.2549, -1.2365], [0.8560, 3.4808, -0.0826], [-3.1705, -1.3842, -0.6217], [-1.7745, 3.7370, 2.2685], [2.0542, 1.4189, -7.7866], [3.8851, 1.7297, -6.1665], [1.1003, 4.9245, 0.9128], [-0.2297, 0.9017, -6.9861], [-0.6561, 0.6635, -4.5438], [2.0459, 3.8146, 4.3061], [3.4598, 1.4518, -3.7403], [1.6019, 2.1344, 4.6412], [2.9249, 2.4872, 3.5243], [-3.0691, -2.6553, 2.6066], [1.3883, 0.4790, 1.8513], [-0.8226, 4.6164, 3.4731], [-0.2456, 0.4524, 2.5041], [-1.6911, 2.5508, 0.2518], [2.4001, 3.7373, 0.7368], [-4.1270, -2.2392, 1.2927]], "de_lowest_kj_mol": 30.61, "spin_multiplicity": 5, "homo_lumo_gap_ev": [8.316, 8.568], "charge": 0, "s_squared": 6.1639, "lumo_energy_ev": [0.06, -0.06]}

[6]
{"formula": "C12H23N2O2P2PbS", "method": "wB97M-V/def2-TZVPD", "elements": ["Pb", "S", "P", "P", "O", "O", "N", "N", "C", "C", "C", "C", "C", "C", "C", "C", "C", "C", "C", "C", "H", "H", "H", "H", "H", "H", "H", "H", "H", "H", "H", "H", "H", "H", "H", "H", "H", "H", "H", "H", "H", "H", "H"], "xyz": [[1.3302, 0.7749, 0.5296], [-1.7428, 0.4819, 1.3706], [0.9393, -2.1868, 0.3063], [-0.5143, 2.0864, -1.2175], [2.4408, 1.3872, -1.2442], [4.6140, -1.0398, -3.7155], [-0.6099, -0.9804, -1.7865], [-0.6500, 1.6414, 3.7090], [-0.3290, -2.7408, 1.5559], [-1.1339, 1.1654, 2.7375], [-0.3976, -2.2692, -2.1100], [-1.8211, -2.0935, -4.0816], [-1.4785, -0.2664, -2.5236], [2.4702, -3.0956, 0.8282], [0.3186, -3.1727, -1.1141], [-1.3576, 3.5036, -0.4642], [-2.1439, -0.8087, -3.6337], [0.3564, 2.7646, -2.6772], [-1.8914, 1.1157, -2.0435], [-0.9229, -2.8409, -3.2939], [1.1074, 2.0266, -2.9902], [4.5007, -1.0531, -2.7668], [-0.5614, 4.1551, -0.0798], [4.2158, -1.8689, -3.9966], [3.2156, -2.9963, 0.0145], [0.8597, 3.6908, -2.3595], [-1.3310, -2.7594, 1.0755], [2.2928, -4.1584, 1.0741], [-0.3502, 2.9548, -3.4997], [-2.7171, 1.0639, -1.3032], [-0.1123, -3.7402, 1.9710], [-0.6382, -3.8591, -3.5597], [-2.0143, 3.1490, 0.3413], [-2.2342, 1.7339, -2.8935], [2.8623, -2.5788, 1.7222], [-2.3037, -2.5087, -4.9670], [1.0625, -3.8212, -1.5591], [-2.8730, -0.1606, -4.1097], [-0.3731, -2.0348, 2.3976], [3.3183, 0.0156, 0.6563], [-1.9275, 4.0350, -1.2335], [3.4209, 1.5414, -1.0714], [-0.4163, -3.9220, -0.7592]], "homo_lumo_gap_ev": [6.328, 4.752], "charge": 1, "lumo_energy_ev": [-5.54, -6.92]}